Below is the molecule C6H11IO2 in a non-equilibrium geometry, with properties calculated with the ωB97M-V functional and the def2-TZVPD basis.

Properties
ΔE to the lowest compared entry with this formula, charge and spin	3.3792	eV
gap between HOMO and LUMO (alpha / beta)	6.05 / 5.91	eV

Geometry as XYZ:
```
20
C6H11IO2 (the ωB97M-V functional and the def2-TZVPD basis)
C -1.398 -0.044 0.551
C -0.651 -0.335 1.732
C 0.500 -0.194 -0.917
C -0.315 0.740 2.710
C 1.102 -1.339 -1.659
C 0.268 1.028 -1.889
O -0.857 -0.571 -0.522
O 1.258 0.196 0.028
I 0.144 -2.203 2.093
H -2.470 -0.428 0.567
H -1.556 1.038 0.399
H 0.790 0.583 3.000
H -1.003 0.638 3.566
H -0.460 1.704 2.313
H 2.199 -1.183 -1.797
H 0.754 -1.394 -2.672
H 0.906 -2.256 -1.189
H -0.617 1.022 -2.350
H 1.060 0.977 -2.601
H 0.345 2.021 -1.362
```

These are the Löwdin partial charges, in e, on atoms 1 to 5: C -0.377; C -0.600; C -0.805; C -0.127; C -0.020


Below is a structure of composition C6H11InO4 in a non-equilibrium geometry, with properties calculated with the ωB97M-V functional and the def2-TZVPD basis.

Properties
total charge	+2
ΔE to the lowest compared entry with this formula, charge and spin	1.9031	eV
gap between HOMO and LUMO	3.47	eV

Geometry as XYZ:
```
22
C6H11InO4 (the ωB97M-V functional and the def2-TZVPD basis)
In 2.888 -0.432 3.554
C -1.102 -1.757 0.871
C -0.397 -2.275 2.063
O 0.133 -1.424 3.018
H -0.460 -1.048 0.348
H -1.994 -1.317 1.316
H -1.321 -2.572 0.180
H 0.406 -2.861 1.615
H -1.034 -2.971 2.607
C 0.132 0.171 -2.410
C 0.608 1.398 -1.569
C -0.526 2.213 -0.990
O -0.058 2.369 0.328
C 0.918 1.529 0.581
O 1.491 1.453 1.688
O 1.224 0.845 -0.423
H 0.929 -0.464 -2.798
H -0.361 0.564 -3.299
H -0.581 -0.474 -1.897
H 1.122 2.109 -2.216
H -1.496 1.736 -1.132
H -0.523 3.207 -1.435
```

These are the Löwdin partial charges, in e, on atoms 1 to 5: In 1.262; C 0.028; C -0.218; O 0.062; H 0.086


What did the first record say?
Below is the molecule C6H11IO2 in a non-equilibrium geometry, with properties calculated with the ωB97M-V functional and the def2-TZVPD basis.

Properties
ΔE to the lowest compared entry with this formula, charge and spin	3.3792	eV
gap between HOMO and LUMO (alpha / beta)	6.05 / 5.91	eV

Geometry as XYZ:
```
20
C6H11IO2 (the ωB97M-V functional and the def2-TZVPD basis)
C -1.398 -0.044 0.551
C -0.651 -0.335 1.732
C 0.500 -0.194 -0.917
C -0.315 0.740 2.710
C 1.102 -1.339 -1.659
C 0.268 1.028 -1.889
O -0.857 -0.571 -0.522
O 1.258 0.196 0.028
I 0.144 -2.203 2.093
H -2.470 -0.428 0.567
H -1.556 1.038 0.399
H 0.790 0.583 3.000
H -1.003 0.638 3.566
H -0.460 1.704 2.313
H 2.199 -1.183 -1.797
H 0.754 -1.394 -2.672
H 0.906 -2.256 -1.189
H -0.617 1.022 -2.350
H 1.060 0.977 -2.601
H 0.345 2.021 -1.362
```

These are the Löwdin partial charges, in e, on atoms 1 to 5: C -0.377; C -0.600; C -0.805; C -0.127; C -0.020